{"formula": "C3H8OSi", "method": "ωB97M-V/def2-TZVPD", "total_energy_ha": -483.7922, "smiles": "CC(C)[SiH]=O", "fmax_ha_per_bohr": 0.0613, "lumo_ev": -0.2, "e_homo_ev": -9.98, "multiplicity": 1, "relative_energy_kj_mol": 132.43, "species": ["Si", "O", "C", "C", "C", "H", "H", "H", "H", "H", "H", "H", "H"], "coordinates": [[-1.1320, 0.8218, -1.9081], [-1.3733, 1.0234, -3.4572], [-1.0828, -0.5125, 0.6700], [1.1852, 0.2436, -0.2125], [-0.1969, -0.3873, -0.5666], [0.0462, -1.3513, -0.9486], [-2.1206, -0.9214, 0.3981], [1.8803, 0.0023, -0.9627], [0.9896, 1.2622, -0.3227], [1.5194, 0.0496, 0.8257], [-0.7672, -1.2311, 1.3808], [-2.0073, 1.4402, -0.9556], [-1.0767, 0.4129, 1.2287]], "forces_ev_per_a": [[-0.16, -1.53, -1.54], [1.02, -0.53, 2.93], [-1.79, -0.21, -1.33], [-1.75, -0.57, 0.76], [0.62, 0.61, -0.55], [-0.33, -0.90, -0.59], [1.13, 1.18, 0.42], [1.21, -0.52, -0.66], [0.40, 2.19, 0.39], [-0.09, -0.14, -0.70], [1.01, -0.97, 0.48], [-0.61, 0.96, 0.42], [-0.66, 0.45, -0.03]], "lowdin_charge": [0.77, -0.43, -0.17, -0.13, -0.48, 0.07, 0.10, 0.06, 0.02, 0.10, 0.06, -0.03, 0.07]}

{"formula": "C3H8OSi", "method": "ωB97M-V/def2-TZVPD", "total_energy_ha": -483.6877, "fmax_ha_per_bohr": 0.0805, "lumo_ev": -0.4, "e_homo_ev": -9.82, "multiplicity": 1, "relative_energy_kj_mol": 406.84, "species": ["Si", "O", "C", "C", "C", "H", "H", "H", "H", "H", "H", "H", "H"], "coordinates": [[-4.0205, -1.0689, -0.5736], [-3.3185, -1.0579, -1.8956], [-0.4110, 1.2368, -0.8880], [1.8507, 2.1794, 0.0611], [0.5711, 1.7494, -0.4340], [1.8670, 1.8436, 1.0675], [-4.0513, -0.1293, 0.4983], [3.6763, -1.0290, -4.7392], [2.6498, 1.8647, -0.5744], [1.9574, 3.2783, 0.0524], [-4.7767, -2.2658, -0.2150], [-1.2097, 0.7069, -1.1090], [4.0085, -1.6387, -4.3947]], "forces_ev_per_a": [[-0.62, -1.28, 0.30], [0.78, 0.56, -1.00], [3.06, 1.92, 1.36], [-0.43, 1.80, -0.35], [-0.37, -0.35, -0.87], [0.84, -0.34, 0.96], [0.14, 0.94, 0.56], [0.48, -0.88, 0.50], [0.58, -0.78, -0.09], [-0.32, -0.30, 0.21], [-0.27, -0.17, 0.19], [-3.40, -1.99, -1.27], [-0.48, 0.88, -0.50]], "lowdin_charge": [0.62, -0.44, 0.12, -0.12, -0.20, 0.07, -0.09, 0.00, 0.07, 0.09, -0.08, -0.05, 0.00]}

{"formula": "C3H8OSi", "method": "ωB97M-V/def2-TZVPD", "total_energy_ha": -483.7497, "smiles": "C=C(C)O[SiH3]", "fmax_ha_per_bohr": 0.1135, "lumo_ev": 0.9, "e_homo_ev": -9.14, "multiplicity": 1, "relative_energy_kj_mol": 243.93, "species": ["Si", "O", "C", "C", "C", "H", "H", "H", "H", "H", "H", "H", "H"], "coordinates": [[-0.9394, 0.8156, 1.4051], [-0.1147, 1.0184, -0.0167], [0.5219, -0.0233, -0.5409], [-0.2548, -0.8481, -1.7523], [1.5218, -0.3191, 0.2307], [0.1327, -1.8076, -1.9000], [-1.9907, 1.9845, 1.0537], [0.1120, -0.2131, -2.5746], [-1.5203, -0.5231, 1.6227], [2.0826, -1.2284, 0.6499], [0.0859, 1.3915, 2.3797], [-1.3288, -0.7105, -1.5879], [1.6917, 0.4630, 1.0308]], "forces_ev_per_a": [[-0.37, 3.22, -0.51], [-2.49, 1.94, -1.73], [-1.85, -3.34, -1.25], [1.79, 4.37, 1.92], [3.80, -1.83, 4.04], [0.27, -1.51, 0.13], [0.73, -1.52, 1.00], [-0.73, -0.40, -0.29], [0.18, 0.05, 0.06], [-0.74, 0.91, -2.20], [-0.91, -0.77, 0.09], [0.35, -0.38, -0.20], [-0.04, -0.75, -1.07]], "lowdin_charge": [0.61, -0.36, -0.49, 0.02, -0.01, 0.04, -0.02, 0.07, -0.05, 0.09, -0.04, 0.07, 0.05]}